No. 1
{"formula": "H36O18", "method": "ωB97M-V/def2-TZVPD", "homo_energy_ev": -10.5, "relative_energy_kcal_mol": 55.6, "orbital_gap_ha": 0.3631, "e_tot_ha": -1375.898345, "species": ["O", "H", "H", "O", "H", "H", "O", "H", "H", "O", "H", "H", "O", "H", "H", "O", "H", "H", "O", "H", "H", "O", "H", "H", "O", "H", "H", "O", "H", "H", "O", "H", "H", "O", "H", "H", "O", "H", "H", "O", "H", "H", "O", "H", "H", "O", "H", "H", "O", "H", "H", "O", "H", "H"], "coordinates": [[-2.59179, 1.85717, 1.98864], [-2.22593, 1.26795, 1.32894], [-3.29681, 1.35363, 2.39561], [2.57424, 3.81650, 2.08541], [3.39611, 3.70360, 1.60790], [2.25087, 4.67342, 1.80729], [-1.94792, 0.48048, -3.61476], [-2.67154, -0.13289, -3.48680], [-2.29571, 1.14008, -4.21494], [-1.12469, 4.24296, 2.91691], [-0.72871, 4.20872, 2.04613], [-1.76338, 3.53000, 2.91832], [3.31487, 1.38654, 3.09591], [2.79165, 1.99697, 2.57646], [4.17914, 1.40111, 2.68473], [1.97113, -5.58094, -0.76033], [2.06054, -4.67488, -1.05577], [2.64500, -6.05868, -1.24395], [2.99197, -2.58119, 4.71080], [2.41493, -2.71492, 5.46271], [2.53042, -1.94524, 4.16420], [-0.19642, 3.72891, 0.07094], [-0.33129, 4.54330, -0.41362], [0.73668, 3.54105, -0.03044], [1.92408, -2.71677, -1.62935], [1.03906, -2.69007, -1.99303], [1.91385, -2.06841, -0.92525], [-5.19682, -1.16157, 0.93222], [-5.51421, -2.02951, 1.18157], [-4.27955, -1.15378, 1.20570], [-2.45344, -2.01249, 0.24371], [-2.16442, -2.92016, 0.14966], [-1.64278, -1.50896, 0.31780], [-3.92071, 2.50887, -2.42010], [-3.05967, 2.84904, -2.17696], [-3.91847, 2.51206, -3.37729], [1.23915, -0.39510, 3.50035], [0.98570, -0.42938, 4.42274], [1.97269, 0.21936, 3.47570], [0.58896, -0.58009, 0.28417], [0.51898, -0.36650, 1.21460], [-0.19967, -0.20532, -0.10807], [4.85363, -2.23541, -2.18862], [4.00785, -2.47885, -2.56495], [4.81641, -1.28207, -2.11125], [0.83650, 0.27852, -3.36017], [0.70791, 0.61076, -2.47174], [-0.00729, 0.41372, -3.79141], [-1.36253, 1.14540, -0.60100], [-1.23528, 2.07801, -0.42701], [-1.61905, 1.10597, -1.52235], [-1.05298, -3.34885, -3.79141], [-1.37770, -4.24924, -3.80112], [-1.08356, -3.07282, -4.70743]]}


No. 2
{"formula": "C6H31NO10", "method": "ωB97M-V/def2-TZVPD", "homo_energy_ev": -8.0, "smiles": "C=C/C(=C\\N)CC.O.O.O.O.O.O.O.O.O.O", "relative_energy_kcal_mol": 71.7, "orbital_gap_ha": 0.2956, "e_tot_ha": -1054.283002, "species": ["C", "C", "C", "C", "N", "C", "C", "H", "H", "H", "H", "H", "H", "H", "H", "H", "H", "H", "O", "H", "H", "O", "H", "H", "O", "H", "H", "O", "H", "H", "O", "H", "H", "O", "H", "H", "O", "H", "H", "O", "H", "H", "O", "H", "H", "O", "H", "H"], "coordinates": [[2.82852, 2.97509, -1.38036], [1.67864, 2.36833, -1.73190], [0.65092, 1.79336, -0.88967], [-0.64420, 1.69332, -1.15746], [-1.25037, 1.99270, -2.43716], [1.13639, 1.29609, 0.40663], [1.61893, -0.20138, 0.20087], [3.54638, 3.34199, -2.09318], [3.24202, 3.26471, -0.40404], [1.52482, 2.10172, -2.77073], [-1.23609, 1.32819, -0.35642], [-0.59551, 1.97208, -3.18787], [-2.09052, 1.58183, -2.73771], [2.02467, 1.89098, 0.70874], [0.36977, 1.28191, 1.19294], [2.51456, -0.40292, 0.71147], [1.68669, -0.40367, -0.87543], [0.96723, -0.99331, 0.56274], [-0.72312, 3.32910, 2.12321], [-1.02681, 3.29892, 1.16744], [0.19225, 3.61750, 2.13601], [1.01926, -1.51667, 4.08027], [1.05708, -2.08986, 4.84367], [0.12666, -1.60725, 3.70999], [2.70938, 1.57447, 3.41670], [1.77403, 1.36407, 3.60681], [3.15910, 0.98524, 4.02104], [0.11536, -3.90624, -0.07575], [0.94668, -4.01092, 0.42121], [0.29040, -3.39951, -0.86226], [-1.97547, -2.70972, 2.53988], [-2.65863, -2.19300, 2.12908], [-1.83722, -3.40202, 1.84662], [-2.33000, -1.33006, -2.08690], [-1.57925, -0.93468, -1.64840], [-2.53286, -0.69428, -2.77873], [1.88411, -2.09321, -3.19320], [1.94652, -2.13056, -2.24431], [2.72025, -2.17092, -3.62566], [-3.64867, -2.17265, 0.17085], [-4.51848, -1.84485, 0.29859], [-3.23383, -1.85402, -0.62140], [-2.84241, 0.29508, 3.29623], [-2.09617, -0.28639, 3.27599], [-2.49489, 1.12212, 3.64576], [-0.94925, -0.41684, -4.29052], [-0.02507, -0.50575, -4.47009], [-1.44179, -1.19813, -4.59356]]}


No. 3
{"formula": "C7H10N", "method": "ωB97M-V/def2-TZVPD", "homo_energy_ev": [-11.6, -11.6], "total_charge": 1, "relative_energy_kcal_mol": 116.4, "orbital_gap_ha": [0.2424, 0.2425], "e_tot_ha": -327.015572, "species": ["C", "C", "C", "C", "C", "C", "C", "N", "H", "H", "H", "H", "H", "H", "H", "H", "H", "H"], "coordinates": [[-0.73518, -1.41823, 2.17532], [-1.41738, 0.27095, -0.96381], [0.13706, 0.38268, -0.78378], [0.60359, 1.57233, -1.34478], [-0.80236, 0.23793, 0.33397], [-0.41844, -2.17078, 3.36822], [1.79590, 1.66989, -2.22029], [-0.74145, -0.87104, 1.14645], [-1.98568, 1.12689, -1.19234], [-1.66147, -0.67118, -1.52762], [0.51445, -0.46595, -1.13216], [-0.07677, 2.33456, -1.12846], [0.13248, -2.99904, 2.98430], [-0.01383, -1.45226, 3.97995], [-1.38149, -2.57816, 3.67804], [2.45523, 0.85290, -2.13680], [2.39138, 2.52609, -2.03856], [1.20395, 1.65242, -3.19765]]}


No. 4
{"formula": "C30H30Br2N4OTb", "method": "ωB97M-V/def2-TZVPD", "s2": 12.10, "homo_energy_ev": [-10.2, -10.2], "total_charge": 1, "relative_energy_kcal_mol": 0.0, "multiplicity": 7, "orbital_gap_ha": [0.2540, 0.2550], "e_tot_ha": -7427.766097, "species": ["Tb", "C", "N", "C", "C", "C", "N", "C", "C", "H", "H", "H", "H", "H", "H", "H", "H", "H", "H", "H", "H", "H", "H", "H", "H", "Br", "C", "C", "C", "Br", "C", "C", "C", "C", "N", "C", "C", "O", "H", "H", "H", "H", "C", "C", "C", "C", "C", "C", "C", "C", "C", "C", "C", "C", "C", "C", "C", "N", "H", "H", "H", "H", "H", "H", "H", "H", "H", "H"], "coordinates": [[-0.04184, -0.53665, -0.49704], [0.89645, -2.53523, -2.93627], [0.48308, -2.82273, -1.55741], [-0.73153, -3.69288, -1.65485], [1.55349, -3.60621, -0.87971], [2.74937, -2.73180, -0.59555], [2.44816, -1.52692, 0.21272], [3.59439, -0.63152, 0.19163], [2.14324, -1.96290, 1.59267], [1.16589, -3.46903, -3.44594], [1.75125, -1.86460, -2.92417], [0.10941, -2.01176, -3.46331], [-0.50961, -4.63137, -2.16652], [-1.55695, -3.15285, -2.15127], [-1.06126, -3.93115, -0.64714], [1.83095, -4.44260, -1.51146], [1.07713, -3.99175, 0.01044], [3.19386, -2.40117, -1.55988], [3.51790, -3.33148, -0.04549], [4.50693, -1.09667, 0.55152], [3.37516, 0.22098, 0.85279], [3.74274, -0.27254, -0.81689], [2.91373, -2.60358, 1.98980], [1.23459, -2.54518, 1.61477], [1.94242, -1.09221, 2.24809], [-3.82479, -2.25050, -3.81856], [-3.71497, -0.54139, -3.05529], [-4.72306, 0.39086, -3.36973], [-4.73010, 1.65856, -2.82320], [-6.29447, 2.71060, -2.98061], [-3.67503, 2.09054, -1.96647], [-3.59853, 3.36582, -1.40207], [-2.57361, 3.66227, -0.55754], [-1.54370, 2.71742, -0.35552], [-1.53153, 1.52082, -0.92343], [-2.60727, 1.18217, -1.71302], [-2.63571, -0.15867, -2.24708], [-1.62719, -0.96249, -1.91852], [-5.51784, 0.03989, -3.98632], [-4.36402, 4.06857, -1.64960], [-2.46377, 4.63476, -0.11303], [-0.69638, 2.99195, 0.26961], [-2.19354, -2.25098, 3.26535], [-1.83830, -1.36248, 4.25799], [-1.06462, -0.23745, 3.99201], [-0.58395, -0.02882, 2.69065], [-0.88761, -0.96797, 1.67691], [-1.75480, -2.03457, 1.95795], [0.26740, 1.13143, 2.38222], [0.67186, 2.12818, 3.33612], [1.55361, 3.08155, 2.96225], [2.06922, 3.12825, 1.63791], [2.98020, 4.12431, 1.19081], [3.30227, 4.18981, -0.13676], [2.80479, 3.26468, -1.05183], [1.97189, 2.26110, -0.63485], [1.60708, 2.17416, 0.72490], [0.71621, 1.20884, 1.12279], [-2.79442, -3.13149, 3.51951], [-2.23283, -1.51201, 5.26081], [-0.85055, 0.40814, 4.84317], [-2.05963, -2.75834, 1.19030], [0.27717, 2.13133, 4.34479], [1.83676, 3.86363, 3.68752], [3.38709, 4.84626, 1.90100], [3.96979, 4.99743, -0.49663], [3.05100, 3.40567, -2.09664], [1.58695, 1.48194, -1.32935]]}


Copy entry 2 word for word.
{"formula": "C6H31NO10", "method": "ωB97M-V/def2-TZVPD", "homo_energy_ev": -8.0, "smiles": "C=C/C(=C\\N)CC.O.O.O.O.O.O.O.O.O.O", "relative_energy_kcal_mol": 71.7, "orbital_gap_ha": 0.2956, "e_tot_ha": -1054.283002, "species": ["C", "C", "C", "C", "N", "C", "C", "H", "H", "H", "H", "H", "H", "H", "H", "H", "H", "H", "O", "H", "H", "O", "H", "H", "O", "H", "H", "O", "H", "H", "O", "H", "H", "O", "H", "H", "O", "H", "H", "O", "H", "H", "O", "H", "H", "O", "H", "H"], "coordinates": [[2.82852, 2.97509, -1.38036], [1.67864, 2.36833, -1.73190], [0.65092, 1.79336, -0.88967], [-0.64420, 1.69332, -1.15746], [-1.25037, 1.99270, -2.43716], [1.13639, 1.29609, 0.40663], [1.61893, -0.20138, 0.20087], [3.54638, 3.34199, -2.09318], [3.24202, 3.26471, -0.40404], [1.52482, 2.10172, -2.77073], [-1.23609, 1.32819, -0.35642], [-0.59551, 1.97208, -3.18787], [-2.09052, 1.58183, -2.73771], [2.02467, 1.89098, 0.70874], [0.36977, 1.28191, 1.19294], [2.51456, -0.40292, 0.71147], [1.68669, -0.40367, -0.87543], [0.96723, -0.99331, 0.56274], [-0.72312, 3.32910, 2.12321], [-1.02681, 3.29892, 1.16744], [0.19225, 3.61750, 2.13601], [1.01926, -1.51667, 4.08027], [1.05708, -2.08986, 4.84367], [0.12666, -1.60725, 3.70999], [2.70938, 1.57447, 3.41670], [1.77403, 1.36407, 3.60681], [3.15910, 0.98524, 4.02104], [0.11536, -3.90624, -0.07575], [0.94668, -4.01092, 0.42121], [0.29040, -3.39951, -0.86226], [-1.97547, -2.70972, 2.53988], [-2.65863, -2.19300, 2.12908], [-1.83722, -3.40202, 1.84662], [-2.33000, -1.33006, -2.08690], [-1.57925, -0.93468, -1.64840], [-2.53286, -0.69428, -2.77873], [1.88411, -2.09321, -3.19320], [1.94652, -2.13056, -2.24431], [2.72025, -2.17092, -3.62566], [-3.64867, -2.17265, 0.17085], [-4.51848, -1.84485, 0.29859], [-3.23383, -1.85402, -0.62140], [-2.84241, 0.29508, 3.29623], [-2.09617, -0.28639, 3.27599], [-2.49489, 1.12212, 3.64576], [-0.94925, -0.41684, -4.29052], [-0.02507, -0.50575, -4.47009], [-1.44179, -1.19813, -4.59356]]}